Entry 1:
Computed, not measured: 2 unconnected molecules or ions with the total composition C5H14, with ωB97M-V/def2-TZVPD.

Computed properties:
* energy relative to the best compared isomer or geometry (same formula, charge and spin): 154.7 kJ/mol
* E_HOMO (spin up / spin down): 0.0569 / -0.2741 hartree
* F_max: 0.1315 Eh/bohr
* total charge: -1
* energy: -198.77360 hartree
* expectation value of S²: 0.750
* multiplicity: 2
* LUMO level (spin up / spin down): 4.2722 / 4.4155 eV

Geometry as XYZ:
```
19
Properties=species:S:1:pos:R:3:forces:R:3
H -0.415563 2.293172 0.761786 0.592 0.298 -0.414
C -0.091305 -0.647570 0.885675 -1.815 0.222 -6.510
H 0.097729 -0.540204 1.832943 1.772 -0.134 5.439
C -0.854671 2.548483 -0.218952 1.199 -0.057 2.830
H -0.332697 -1.901883 -0.821727 -0.588 -0.597 1.345
H -0.271673 1.456789 -1.971000 0.042 1.084 0.406
H 1.691359 -2.873627 -0.455297 -1.038 0.178 1.793
C -0.262930 -2.096631 0.301289 -0.054 1.553 -0.253
C 1.076967 -2.776460 0.544612 2.096 1.677 -1.481
C -0.005269 2.395674 -1.390419 2.217 -3.303 -1.123
H -0.082520 3.220484 -2.020509 -0.034 1.385 -1.345
H 1.685309 -2.105902 1.230334 -0.468 -1.089 -0.792
H 0.745745 -0.195611 0.229541 -1.273 -0.232 1.166
H -1.657871 1.921376 -0.142639 -2.345 -1.856 -0.609
H 1.021973 -3.731605 0.968066 -0.133 -1.589 0.684
H -1.023947 -0.017040 0.828449 0.678 -0.576 -0.714
H 1.096252 2.188912 -1.206625 -1.150 0.582 0.154
H -1.150439 -2.632131 0.730211 0.819 0.422 -0.625
H -1.266448 3.493774 -0.085738 -0.520 2.031 0.051
```
Positions in Å, forces in eV/Å.



Entry 2:
Computed, not measured: 2 unconnected molecules or ions with the total composition C5H14, with ωB97M-V/def2-TZVPD.

Computed properties:
* energy relative to the best compared isomer or geometry (same formula, charge and spin): 121.2 kJ/mol
* E_HOMO (spin up / spin down): 0.0552 / -0.2785 hartree
* F_max: 0.0594 Eh/bohr
* total charge: -1
* energy: -198.78637 hartree
* expectation value of S²: 0.750
* multiplicity: 2
* LUMO level (spin up / spin down): 4.2828 / 4.3091 eV

Geometry as XYZ:
```
19
Properties=species:S:1:pos:R:3:forces:R:3
H -1.812221 -1.742671 1.321227 1.767 0.288 -0.617
H -0.325446 1.752412 -0.258557 0.886 1.670 -1.631
H -1.605335 2.821036 -2.602664 -0.680 0.534 -0.607
H -1.778124 1.258729 -1.771333 -0.450 0.028 -0.494
C -1.102452 1.936858 -2.295911 0.948 -2.452 -1.071
H -0.688440 1.319273 -3.223314 -0.848 1.461 1.775
C -0.039629 2.295862 -1.265047 1.349 -2.635 0.158
H 0.075253 -1.758279 2.777508 1.046 -0.159 -0.223
H -0.790121 -1.778332 -0.175865 0.400 -0.115 0.733
H 1.284358 -0.035947 1.182325 0.122 -0.515 -0.266
H 1.819020 -1.355012 0.112336 -0.167 -0.067 1.025
C -0.764189 -1.444387 0.891127 -2.963 -0.467 -0.272
H 0.984158 1.886936 -1.622446 -1.438 0.534 0.864
H 0.042707 3.356139 -1.292622 0.235 0.921 0.956
H 2.469159 -1.075535 1.860626 -0.395 -0.571 -0.884
H 0.623933 -2.994437 1.426324 -0.488 1.431 1.292
C 1.571145 -1.111737 1.177480 1.585 2.000 1.085
C 0.423277 -1.892634 1.739214 -1.014 -1.913 -2.151
H -0.827809 -0.358080 0.785271 0.104 0.029 0.332
```
Positions in Å, forces in eV/Å.



Entry 3:
Computed, not measured: 2 unconnected molecules or ions with the total composition C5H14, with ωB97M-V/def2-TZVPD.

Computed properties:
* energy relative to the best compared isomer or geometry (same formula, charge and spin): 23.2 kJ/mol
* structure (SMILES): CCC.CC
* E_HOMO: -0.4221 hartree
* F_max: 0.0171 Eh/bohr
* energy: -198.88030 hartree
* multiplicity: 1
* LUMO level: 1.0953 eV

Geometry as XYZ:
```
19
Properties=species:S:1:pos:R:3:forces:R:3
H -0.406074 0.697831 -2.525693 -0.077 0.064 -0.240
H -0.829560 -1.137603 2.528579 0.005 0.005 0.300
C 0.084772 0.521662 1.425858 0.047 0.033 0.761
C 0.154317 -0.708150 2.357528 0.553 0.095 -0.635
H 0.796727 -1.476480 1.907031 -0.350 -0.009 -0.024
H 0.039833 0.073413 -4.140858 0.055 0.194 0.011
H 0.235315 2.715248 1.726718 0.169 0.113 -0.122
H 1.027325 0.581300 0.889724 0.053 0.119 -0.203
C 0.186663 -0.040946 -3.069678 -0.026 -0.152 0.671
H 0.171588 1.754213 3.226471 0.448 0.107 -0.013
H -1.277465 -1.507917 -2.415094 -0.206 0.021 -0.063
H 1.217669 0.176997 -2.788771 0.106 -0.057 -0.368
C -0.210794 -1.442942 -2.608660 -0.063 -0.201 0.122
H 0.014484 -2.211135 -3.345809 0.142 0.008 -0.084
H -0.724669 0.378091 0.714730 0.127 -0.042 -0.323
C -0.172687 1.830232 2.196916 -0.669 -0.531 0.214
H 0.660944 -0.448999 3.287775 -0.290 0.014 0.166
H 0.278494 -1.739504 -1.678830 0.068 0.131 -0.024
H -1.246880 1.984689 2.312065 -0.093 0.090 -0.148
```
Positions in Å, forces in eV/Å.



Entry 4:
Computed, not measured: 2 unconnected molecules or ions with the total composition C5H14, with ωB97M-V/def2-TZVPD.

Computed properties:
* energy relative to the best compared isomer or geometry (same formula, charge and spin): 60.5 kJ/mol
* structure (SMILES): CCC.CC
* E_HOMO: -0.4134 hartree
* F_max: 0.0347 Eh/bohr
* energy: -198.86611 hartree
* multiplicity: 1
* LUMO level: 1.1194 eV

Geometry as XYZ:
```
19
Properties=species:S:1:pos:R:3:forces:R:3
H 1.927585 2.792381 -0.346419 0.180 -0.417 -0.482
C -2.459190 -2.405925 -0.477715 -1.003 -1.127 -0.112
H -2.607047 -3.460048 -0.201693 0.524 0.129 0.162
H -0.256078 -2.591487 -0.231290 -0.469 -0.561 0.545
C -1.075577 -1.866932 -0.260511 1.629 0.469 -0.549
H -2.748987 -2.409096 -1.524784 -0.004 0.307 -0.176
H -0.954156 -1.216691 0.600849 -0.190 -0.086 0.230
H 2.701378 1.937065 0.917711 -0.038 -0.442 0.053
C 1.816432 1.901506 0.279863 -0.954 1.004 0.927
H 0.635048 0.142049 -0.348768 -0.330 0.342 0.204
H 2.312846 -0.187864 -0.218517 0.059 0.239 0.209
C 1.602865 0.606374 -0.477969 1.102 -0.657 -0.888
H 1.748376 0.730470 -1.557436 -0.122 0.094 0.094
C 0.524398 2.238503 1.086047 1.427 0.205 -0.253
H -0.228145 2.267767 0.303457 -0.654 -0.017 0.537
H 0.352050 1.537691 1.893158 -0.405 -0.483 -0.170
H -3.258953 -1.921857 0.084435 0.256 0.474 -0.082
H 0.626203 3.202112 1.583144 -0.153 0.234 -0.215
H -0.659047 -1.296015 -1.103553 -0.856 0.292 -0.033
```
Positions in Å, forces in eV/Å.



Entry 5:
Computed, not measured: 2 unconnected molecules or ions with the total composition C5H14, with ωB97M-V/def2-TZVPD.

Computed properties:
* energy relative to the best compared isomer or geometry (same formula, charge and spin): 39.4 kJ/mol
* structure (SMILES): CCC.CC
* E_HOMO: -0.4206 hartree
* F_max: 0.0207 Eh/bohr
* energy: -198.87414 hartree
* multiplicity: 1
* LUMO level: 1.1848 eV

Geometry as XYZ:
```
19
Properties=species:S:1:pos:R:3:forces:R:3
H -1.407496 -1.421340 -0.399603 -0.237 0.390 0.725
C -3.067010 0.142221 -0.273885 -0.653 -0.153 0.782
H -3.972755 0.217060 -0.874416 0.134 -0.029 -0.318
H -1.216127 0.102442 -1.250036 0.251 -0.379 -0.349
C 1.366278 -0.907289 0.057019 0.621 -0.663 -0.116
H -3.430713 -0.271359 0.672344 0.268 -0.158 -0.041
H 2.708641 2.177941 0.976060 -0.102 -0.116 0.202
H 0.594666 -1.584029 0.397836 -0.600 0.186 -0.026
C 2.668321 1.115598 0.731338 0.028 -0.022 -0.723
H 0.831151 0.442061 1.590906 -0.180 0.268 0.191
H 0.554817 1.056588 -0.026982 0.277 0.408 0.046
H 3.212436 0.515546 1.458043 0.075 0.225 0.253
H -2.770162 1.167672 -0.046685 0.114 -0.080 -0.042
H -2.275089 -1.212770 -1.811472 -0.221 0.347 -0.302
H 2.263641 -1.452049 0.381475 0.183 0.505 0.084
H 3.219027 0.981458 -0.206301 -0.083 0.126 -0.025
C -1.945937 -0.645851 -0.942646 0.207 0.075 -0.511
H 1.396263 -0.948227 -1.033354 -0.106 0.118 -0.019
C 1.270041 0.524328 0.600350 0.024 -1.047 0.190
```
Positions in Å, forces in eV/Å.



Entry 6:
Computed, not measured: 2 unconnected molecules or ions with the total composition C5H14, with ωB97M-V/def2-TZVPD.

Computed properties:
* energy relative to the best compared isomer or geometry (same formula, charge and spin): 182.7 kJ/mol
* structure (SMILES): CCC.CC
* E_HOMO: -0.3943 hartree
* F_max: 0.1362 Eh/bohr
* energy: -198.81957 hartree
* multiplicity: 1
* LUMO level: 1.0571 eV

Geometry as XYZ:
```
19
Properties=species:S:1:pos:R:3:forces:R:3
H -2.035806 -0.156881 -2.400077 0.581 1.097 0.388
C 2.013846 -2.247230 0.881004 -6.952 0.026 -0.865
H -1.406560 2.509987 0.267718 -0.793 2.413 0.296
H -2.323172 0.457982 -0.057740 -2.449 -0.450 0.768
C 1.691080 -0.781799 0.995038 3.518 0.734 1.005
C -1.383521 0.671895 -0.422573 0.498 -1.903 -2.051
H 0.240797 1.872325 0.320010 -0.395 0.187 0.322
C -1.573550 0.781247 -1.985989 -1.668 1.798 1.315
H 1.613636 -0.122391 0.135326 0.595 -0.593 -0.779
C -0.828833 1.689341 0.517553 1.606 -1.039 -0.929
H -0.681411 1.073059 -2.451923 1.662 -0.370 -0.858
H 2.920679 -2.566154 0.653903 4.296 -1.070 -0.251
H 1.404169 -2.842275 1.570952 1.165 0.165 1.039
H -0.995413 1.339420 1.534381 0.107 0.280 0.040
H 1.404114 -2.609902 0.070145 -0.073 -0.284 -1.338
H -0.905992 -0.283390 -0.321528 0.740 -0.610 0.323
H 0.774487 -0.542901 1.467505 -0.587 -0.128 1.332
H -2.188878 1.708621 -2.244807 0.077 -1.379 0.378
H 2.665213 -0.518227 1.545947 -1.927 1.126 -0.135
```
Positions in Å, forces in eV/Å.